# 1
Entry from OMol25: a structure of composition H2NO4P at a distorted geometry (the ωB97M-V functional and the def2-TZVPD basis).

Each line ends with the Mulliken charge.
Cartesian coordinates (Å):
N (-0.03702, 0.43692, -1.57994)  0.117
O (-1.21972, 0.55917, -1.75840)  -0.292
O (1.35242, -1.00685, 0.72838)  -0.451
O (-1.05410, -0.73595, 0.65849)  -0.425
O (0.43982, 1.35377, 0.81084)  -0.594
P (0.24818, 0.03289, 0.18719)  0.918
H (-1.61681, -0.39500, -0.04437)  0.389
H (1.88724, -0.24495, 0.99782)  0.339

Calculated values
Maximum force in eV/Å: 2.96
E in eV: -19000.3990
Energy relative to the best compared isomer or geometry (same formula, charge and spin) in kcal/mol: 16.1
LUMO energy (spin up / spin down) in hartree: -0.063 / -0.063
HOMO (spin up / spin down) in eV: -10.4 / -10.4

=====

# 2
Entry from OMol25: a cluster of 2 separate species, H2NO4S in total at a distorted geometry (the ωB97M-V functional and the def2-TZVPD basis).

Each line ends with the Mulliken charge.
Cartesian coordinates (Å):
N (-1.77532, 0.06762, 0.58158)  0.128
O (1.14690, 1.25312, -0.35530)  -0.478
O (1.20961, -1.37709, -0.26579)  -0.473
O (-1.38780, 1.15373, 0.03017)  -0.508
O (-1.40643, -1.00258, -0.00856)  -0.537
S (1.86360, -0.01070, 0.35757)  0.016
H (0.13026, 1.25279, -0.19909)  0.423
H (0.21917, -1.33691, -0.14059)  0.429

Calculated values
Maximum force in eV/Å: 1.85
E in eV: -20546.4528
Total charge: -1
Energy relative to the best compared isomer or geometry (same formula, charge and spin) in kcal/mol: 31.5
LUMO energy in hartree: 0.143
HOMO in eV: -3.8

=====

# 3
Entry from OMol25: a structure of composition H2NO4S at a distorted geometry (the ωB97M-V functional and the def2-TZVPD basis).

Each line ends with the Mulliken charge.
Cartesian coordinates (Å):
N (-1.08197, -0.09989, 0.56850)  -0.141
O (0.60247, -1.75501, -0.37293)  -0.521
O (-1.72438, -2.32989, -0.10448)  -0.611
O (-0.98162, -0.99953, -2.04187)  -0.584
O (-0.17763, -0.47957, 1.47434)  -0.434
S (-0.81829, -1.33518, -0.61016)  0.867
H (-0.01575, 1.00599, -1.27081)  0.010
H (0.47009, -1.22035, 0.71432)  0.414

Calculated values
Maximum force in eV/Å: 4.15
E in eV: -20543.8384
Total charge: -1
Energy relative to the best compared isomer or geometry (same formula, charge and spin) in kcal/mol: 91.8
LUMO energy (spin up / spin down) in hartree: 0.127 / 0.156
HOMO (spin up / spin down) in eV: -4.4 / -5.4

=====

# 4
Entry from OMol25: the ion H2NO5PS with charge -2 at a distorted geometry (the ωB97M-V functional and the def2-TZVPD basis).

Each line ends with the Mulliken charge.
Cartesian coordinates (Å):
N (-1.64075, 0.18838, 0.19161)  -0.744
O (-0.13008, 2.03012, 1.12220)  -0.728
O (0.59673, -1.40254, 1.19231)  -0.679
O (-0.30393, 1.76423, -1.45241)  -0.708
O (3.21259, -0.62036, -0.10689)  -0.883
O (0.75783, -1.47655, -1.25948)  -0.572
P (-0.25774, 1.13059, -0.09829)  0.868
S (1.10669, -0.70741, -0.09268)  0.837
H (-1.43156, -0.52692, 1.02931)  0.333
H (-1.90978, -0.37953, -0.52568)  0.276

Calculated values
Maximum force in eV/Å: 5.49
E in eV: -31883.1015
SMILES: N[P@](=O)([O-])S(=O)(=O)[O-]
Total charge: -2
Energy relative to the best compared isomer or geometry (same formula, charge and spin) in kcal/mol: 81.9
LUMO energy in hartree: 0.253
HOMO in eV: -0.7

=====

# 5
Entry from OMol25: a cluster of 2 separate species, H2NO5PS in total at a distorted geometry (the ωB97M-V functional and the def2-TZVPD basis).

Each line ends with the Mulliken charge.
Cartesian coordinates (Å):
N (0.00823, 1.07967, 0.88513)  -0.758
O (2.21975, -1.36221, -1.91127)  -0.602
O (5.00507, -0.50489, -0.11918)  -0.621
O (2.27764, -2.17339, 0.45293)  -0.558
O (3.64215, 0.71157, 1.49234)  -0.552
O (3.88405, 1.60347, -0.82180)  -0.599
P (2.33285, -1.00250, -0.47263)  0.557
S (3.91471, 0.45809, 0.09028)  0.927
H (0.39866, 0.24814, 1.26755)  0.091
H (0.74044, 1.77202, 1.04167)  0.116

Calculated values
Maximum force in eV/Å: 1.62
E in eV: -31883.3073
Total charge: -2
Energy relative to the best compared isomer or geometry (same formula, charge and spin) in kcal/mol: 77.2
LUMO energy (spin up / spin down) in hartree: 0.229 / 0.230
HOMO (spin up / spin down) in eV: -0.4 / 1.2

=====

# 6
Entry from OMol25: a cluster of 2 separate species, H2NP in total at a distorted geometry (the ωB97M-V functional and the def2-TZVPD basis).

Each line ends with the Mulliken charge.
Cartesian coordinates (Å):
N (-0.89567, 0.25813, -0.13684)  -0.291
P (0.51856, -0.24687, -0.28575)  0.174
H (-0.27133, 0.86418, 1.90671)  0.039
H (0.64845, -0.87545, -1.48412)  0.077

Calculated values
Maximum force in eV/Å: 3.45
E in eV: -10805.4921
Energy relative to the best compared isomer or geometry (same formula, charge and spin) in kcal/mol: 103.0
LUMO energy (spin up / spin down) in hartree: -0.019 / -0.049
HOMO (spin up / spin down) in eV: -9.6 / -9.7

=====

# 7
Entry from OMol25: a cluster of 2 separate species, H2NPS in total at a distorted geometry (the ωB97M-V functional and the def2-TZVPD basis).

Each line ends with the Mulliken charge.
Cartesian coordinates (Å):
N (-3.05849, 0.28094, -1.62338)  -0.255
P (-3.41317, -0.01064, -0.22212)  0.259
S (1.97016, -0.60262, 0.39911)  -0.306
H (3.18162, -0.26674, 0.89507)  0.150
H (1.31989, 0.59906, 0.55132)  0.153

Calculated values
Maximum force in eV/Å: 1.02
E in eV: -21645.0761
SMILES: N#P.S
Energy relative to the best compared isomer or geometry (same formula, charge and spin) in kcal/mol: 41.7
LUMO energy in hartree: -0.008
HOMO in eV: -9.8

=====

# 8
Entry from OMol25: a structure of composition H2NaO at a distorted geometry (the ωB97M-V functional and the def2-TZVPD basis).

Each line ends with the Mulliken charge.
Cartesian coordinates (Å):
O (0.32089, -0.03836, 0.13989)  -0.781
H (0.72243, -0.85414, -0.23628)  0.369
H (-0.10062, -0.33341, 0.97865)  0.380
Na (-0.94269, 1.22591, -0.88226)  1.031

Calculated values
Maximum force in eV/Å: 1.69
E in eV: -6490.8492
Total charge: +1
Energy relative to the best compared isomer or geometry (same formula, charge and spin) in kcal/mol: 3.4
LUMO energy in hartree: -0.181
HOMO in eV: -17.9

=====

# 9
Entry from OMol25: the molecule H2O2S at a distorted geometry (the ωB97M-V functional and the def2-TZVPD basis).

Each line ends with the Mulliken charge.
Cartesian coordinates (Å):
O (1.08711, -0.62213, 0.02278)  -0.326
O (0.09170, 0.17575, 0.75978)  -0.189
S (-1.39574, -0.25617, 0.25706)  0.012
H (1.81424, 0.12863, -0.15596)  0.350
H (-1.59731, 0.57393, -0.88365)  0.153

Calculated values
Maximum force in eV/Å: 3.40
E in eV: -14958.7702
SMILES: OOS
Energy relative to the best compared isomer or geometry (same formula, charge and spin) in kcal/mol: 0.0
LUMO energy in hartree: 0.022
HOMO in eV: -9.8

=====

# 10
Entry from OMol25: the molecule H2O2Si2 at a distorted geometry (the ωB97M-V functional and the def2-TZVPD basis).

Each line ends with the Mulliken charge.
Cartesian coordinates (Å):
O (0.82501, -0.24161, -0.58982)  -0.094
O (-1.39687, 1.02815, -1.88005)  -0.509
Si (-0.69482, 0.40280, -0.65935)  0.573
Si (1.90452, -0.64195, 0.68838)  0.037
H (-1.49012, 0.47249, 0.60021)  -0.041
H (0.85228, -1.01988, 1.84064)  0.033

Calculated values
Maximum force in eV/Å: 2.23
E in eV: -19880.7785
Energy relative to the best compared isomer or geometry (same formula, charge and spin) in kcal/mol: 0.0
LUMO energy (spin up / spin down) in hartree: 0.004 / -0.115
HOMO (spin up / spin down) in eV: -7.6 / -10.6
Multiplicity: 3

=====

# 11
Entry from OMol25: a structure of composition H2O2Tl at a distorted geometry (the ωB97M-V functional and the def2-TZVPD basis).

Each line ends with the Mulliken charge.
Cartesian coordinates (Å):
Tl (-0.07667, 0.91862, 0.80426)  1.154
O (2.38150, -0.18255, 0.53210)  -0.426
H (2.54756, -1.13665, 0.39985)  0.348
O (-2.39493, 0.14803, -0.38315)  -0.429
H (-2.45747, 0.25255, -1.35305)  0.354

Calculated values
Maximum force in eV/Å: 2.33
E in eV: -8806.1287
Total charge: +1
Energy relative to the best compared isomer or geometry (same formula, charge and spin) in kcal/mol: 74.5
LUMO energy in hartree: -0.398
HOMO in eV: -15.4

=====

# 12
Entry from OMol25: a cluster of 2 separate species, H2O4P2 in total at a distorted geometry (the ωB97M-V functional and the def2-TZVPD basis).

Each line ends with the Mulliken charge.
Cartesian coordinates (Å):
O (-2.37579, -0.10208, 0.08637)  -0.583
O (1.71320, 0.25814, 1.32241)  -0.695
O (-0.86121, -2.02651, 0.63551)  -0.657
O (0.27868, 2.12564, 0.63094)  -0.653
P (-1.03605, -0.63232, 0.09001)  0.153
P (0.71403, 0.76698, 0.35513)  0.561
H (0.41166, -0.87413, -2.09112)  -0.020
H (1.15546, 0.48427, -1.02925)  -0.106

Calculated values
Maximum force in eV/Å: 5.11
E in eV: -26797.6915
Total charge: -2
Energy relative to the best compared isomer or geometry (same formula, charge and spin) in kcal/mol: 6.1
LUMO energy (spin up / spin down) in hartree: 0.276 / 0.232
HOMO (spin up / spin down) in eV: 3.2 / -0.5
Multiplicity: 3